{"formula": "C20H35BF8N3O5", "method": "ωB97M-V/def2-TZVPD", "symbols": ["C", "C", "C", "C", "C", "C", "N", "C", "C", "C", "O", "C", "C", "F", "F", "C", "F", "F", "C", "F", "F", "C", "F", "F", "N", "B", "O", "O", "H", "H", "H", "H", "H", "H", "H", "H", "H", "H", "H", "H", "H", "H", "H", "H", "H", "H", "H", "H", "C", "O", "C", "C", "N", "C", "C", "O", "C", "H", "H", "H", "H", "H", "H", "H", "H", "H", "H", "H", "H", "H", "H", "H"], "coordinates": [[-5.5356, 3.2912, -1.5768], [-4.7410, 1.9088, -1.2104], [-3.1972, 2.3200, -0.9977], [-2.8472, 2.5906, 0.5646], [-2.1424, 1.2540, -1.5563], [-1.0203, 0.5668, -0.7196], [-0.2470, -0.3100, -1.6178], [-0.9050, -0.1141, -2.8964], [-0.2408, -0.9248, -4.1412], [0.7019, 0.1823, -4.9061], [2.0797, 0.1269, -4.4870], [2.3330, 1.1162, -3.4293], [3.5973, 0.5140, -2.6003], [3.3308, -0.8217, -2.1750], [4.6540, 0.4031, -3.5901], [4.1607, 1.4967, -1.4690], [4.2312, 2.8121, -2.0740], [5.5111, 1.1292, -1.1979], [3.3179, 1.5647, -0.1106], [2.8812, 0.3119, 0.4047], [4.2163, 2.1066, 0.8891], [2.0474, 2.5474, -0.1269], [2.4190, 3.9430, -0.1568], [1.3969, 2.3738, 1.1629], [-2.0308, 0.7863, -2.9480], [-2.8225, 1.0975, -4.1924], [-2.2618, 1.8770, -5.2745], [-4.1748, 0.6000, -4.4053], [-5.0543, 3.7218, -2.5412], [-5.2916, 4.0332, -0.7185], [-6.6631, 3.1252, -1.6895], [-4.8975, 1.1076, -2.0175], [-5.1231, 1.4945, -0.1949], [-2.9930, 3.3234, -1.5484], [-1.7626, 2.9416, 0.6962], [-2.9882, 1.6081, 1.1336], [-3.5799, 3.4074, 0.9291], [-0.8190, 0.7188, 0.3973], [0.5755, -0.8751, -1.3632], [0.4333, -1.7853, -3.7638], [-1.0239, -1.3912, -4.8329], [0.6530, -0.1220, -6.0255], [0.2228, 1.2238, -4.8500], [1.4162, 1.3000, -2.7720], [2.7121, 2.0685, -3.9415], [1.2478, 2.3056, -0.9045], [-2.2917, 1.2861, -6.0762], [-4.2256, -0.3507, -4.1181], [0.4648, -0.0918, 5.2208], [0.4630, -0.5807, 3.8878], [1.7796, -0.7466, 3.3522], [2.0752, -2.2314, 3.1253], [2.2267, -2.9388, 4.3990], [2.2626, -4.3954, 4.2567], [0.9855, -5.0837, 3.7438], [-0.1154, -4.9974, 4.6424], [-0.8973, -3.8217, 4.5102], [-0.5681, 0.1197, 5.5061], [0.8649, -0.8399, 5.9113], [1.0412, 0.8352, 5.2980], [2.5446, -0.2775, 3.9797], [1.7893, -0.2386, 2.3834], [2.9993, -2.3291, 2.5458], [1.2514, -2.6487, 2.5357], [1.4495, -2.6941, 5.0033], [2.4806, -4.7982, 5.2504], [3.1037, -4.6734, 3.6127], [1.2110, -6.1516, 3.6534], [0.7008, -4.7526, 2.7391], [-0.9142, -3.4428, 3.4840], [-0.5378, -3.0504, 5.1948], [-1.9206, -4.0612, 4.8039]], "e_tot_ha": -2146.9329, "mol_weight_da": 560.31, "homo_lumo_gap_ha": 0.235, "e_homo_ev": -10.40, "charge": 1}


{"formula": "C14H33BrNSi", "method": "ωB97M-V/def2-TZVPD", "symbols": ["Si", "C", "C", "C", "Br", "H", "H", "H", "H", "H", "H", "H", "H", "H", "C", "C", "C", "C", "N", "C", "C", "C", "C", "C", "C", "C", "H", "H", "H", "H", "H", "H", "H", "H", "H", "H", "H", "H", "H", "H", "H", "H", "H", "H", "H", "H", "H", "H", "H", "H"], "coordinates": [[0.1091, 4.9609, -1.3725], [-1.3326, 3.7998, -0.9723], [-2.5466, 4.0641, -1.8870], [-3.2777, 5.3525, -1.5712], [-4.7678, 4.9990, -0.3548], [-0.3646, 6.3442, -1.1544], [0.4466, 4.8245, -2.8035], [1.2707, 4.7085, -0.4953], [-1.0013, 2.7754, -1.1416], [-1.6511, 3.9003, 0.0630], [-2.2233, 4.0386, -2.9251], [-3.2384, 3.2376, -1.7706], [-3.6708, 5.8266, -2.4577], [-2.6667, 6.0746, -1.0494], [2.6138, -2.9191, 2.7299], [1.4548, -3.5433, 1.9560], [1.5957, -3.4292, 0.4378], [1.7297, -2.0565, -0.2007], [0.5471, -1.1186, -0.1593], [0.4142, -0.3958, 1.1569], [1.5427, 0.6265, 1.1706], [1.7883, 0.9768, -0.3093], [0.8791, 0.0382, -1.0966], [-0.7392, -1.7718, -0.6300], [-1.6055, -2.4866, 0.4229], [-1.8007, -3.9950, 0.2081], [2.7148, -1.8490, 2.5344], [2.4670, -3.0399, 3.8021], [3.5582, -3.3969, 2.4676], [0.5075, -3.1272, 2.3024], [1.4054, -4.6058, 2.1999], [0.8019, -3.9865, -0.0600], [2.5141, -3.9532, 0.1573], [1.9273, -2.2072, -1.2614], [2.5783, -1.5103, 0.2085], [-0.5632, 0.0855, 1.1436], [0.4630, -1.0946, 1.9825], [2.4418, 0.2061, 1.6179], [1.2723, 1.4930, 1.7686], [2.8346, 0.8408, -0.5767], [1.5378, 2.0124, -0.5252], [1.3168, -0.3584, -2.0077], [-0.0611, 0.5276, -1.3357], [-0.4632, -2.4293, -1.4533], [-1.3261, -0.9595, -1.0492], [-2.5906, -2.0222, 0.3776], [-1.2537, -2.3037, 1.4347], [-1.7850, -4.2585, -0.8497], [-2.7621, -4.3098, 0.6090], [-1.0415, -4.5855, 0.7192]], "e_tot_ha": -3471.2344, "mol_weight_da": 323.41, "homo_lumo_gap_ha": 0.355, "e_homo_ev": -12.01, "charge": 1, "de_lowest_kj_mol": 11.77}


{"formula": "C19H19BrIIrN5O5S", "method": "ωB97M-V/def2-TZVPD", "symbols": ["Ir", "C", "C", "N", "N", "C", "S", "N", "N", "H", "H", "H", "H", "H", "H", "Br", "C", "C", "C", "C", "C", "C", "C", "O", "O", "H", "H", "H", "H", "N", "C", "O", "C", "I", "H", "H", "H", "H", "O", "C", "O", "C", "C", "C", "C", "C", "C", "H", "H", "H", "H", "H"], "coordinates": [[0.1949, 0.0251, -0.3384], [-5.1955, 2.9921, 0.6399], [-4.6440, 1.6580, 0.3153], [-5.2747, 0.6865, -0.2588], [-4.3560, -0.3188, -0.3378], [-3.1686, 0.0062, 0.1658], [-1.8178, -1.0438, 0.1683], [-3.3470, 1.2684, 0.6186], [-2.3896, 1.9589, 1.3376], [-6.2361, 3.0231, 0.3297], [-4.6467, 3.7773, 0.1185], [-5.1386, 3.1882, 1.7110], [-4.5969, -1.1913, -0.7799], [-2.0908, 2.8004, 0.8615], [-2.7345, 2.1479, 2.2705], [5.4168, -6.0224, 1.6387], [3.7184, -5.4529, 1.0316], [2.7787, -6.3976, 0.6483], [1.5355, -5.9740, 0.2015], [1.2376, -4.6221, 0.1325], [2.1887, -3.6868, 0.5235], [3.4347, -4.1011, 0.9803], [1.9091, -2.2168, 0.4849], [2.6437, -1.4101, 1.0363], [0.8352, -1.9024, -0.1915], [3.0180, -7.4506, 0.7001], [0.7984, -6.7083, -0.0948], [0.2732, -4.2858, -0.2214], [4.1608, -3.3642, 1.2920], [4.0722, 1.5632, -0.4425], [2.7948, 1.3738, -0.1629], [2.1002, 0.6451, -0.9004], [2.2234, 2.1099, 1.0156], [0.7714, 0.8829, 1.9823], [4.4638, 1.1112, -1.2554], [4.6590, 2.1625, 0.1110], [1.6502, 2.9557, 0.6376], [2.9693, 2.4117, 1.7441], [0.2141, 3.5321, -2.1910], [-0.1410, 2.4055, -1.9299], [-0.2844, 1.9759, -0.6942], [-0.5457, 1.4343, -3.0138], [-0.4430, 0.0539, -2.9093], [-0.8945, -0.8024, -3.8996], [-1.4617, -0.2598, -5.0437], [-1.5599, 1.1177, -5.1812], [-1.0984, 1.9569, -4.1783], [0.0864, -0.5249, -2.1128], [-0.7834, -1.8722, -3.7871], [-1.8146, -0.9140, -5.8294], [-1.9953, 1.5407, -6.0764], [-1.1561, 3.0325, -4.2776]], "e_tot_ha": -4759.4659, "mol_weight_da": 828.48, "homo_lumo_gap_ha": 0.244, "e_homo_ev": -10.82, "charge": 1, "de_lowest_kj_mol": 197.16}


> What is the formula in the second record?

C14H33BrNSi


> Which formula does entry 2 have?

C14H33BrNSi


> Number 1 is which compound?

C20H35BF8N3O5